[1]
{"formula": "C3H14O3S", "method": "wB97M-V/def2-TZVPD", "symbols": ["C", "C", "C", "S", "H", "H", "H", "H", "H", "H", "H", "H", "H", "H", "O", "H", "H", "O", "H", "H", "O"], "positions_angstrom": [[-2.87964, -0.82715, 1.70478], [-2.58940, -1.01683, 0.21978], [-1.25095, -0.36413, -0.13310], [-0.81787, -0.69075, -1.89811], [-3.62927, -1.52706, 2.07841], [-3.23253, 0.16933, 1.96246], [-2.03227, -1.11171, 2.33118], [-2.57319, -2.07984, -0.00928], [-3.37583, -0.53629, -0.36090], [-0.48360, -0.85979, 0.45303], [-1.32334, 0.70332, 0.03924], [0.48117, -0.86883, -1.63507], [3.15600, -1.10642, -1.44523], [2.69665, 0.30256, -1.64563], [2.51161, -0.48499, -1.11367], [2.22088, 0.95225, 2.00005], [2.25764, 0.26578, 0.61582], [2.25861, 1.12869, 1.05707], [2.60001, 2.06783, -0.97329], [2.85269, 3.39887, -1.59680], [3.15262, 2.48516, -1.65073]], "atomic_forces_ev_per_a": [[-0.3, -0.7, 0.5], [0.2, 0.5, 0.4], [-0.6, -0.9, -0.7], [-0.1, 0.1, 0.4], [-0.4, 0.1, -0.3], [0.2, 0.1, 0.0], [0.4, 0.4, -0.1], [0.1, 0.0, -0.2], [-0.1, -0.2, -0.2], [0.2, 0.4, 0.2], [0.3, 0.1, 0.2], [0.0, 0.0, -0.2], [0.3, -0.5, 0.0], [-0.1, 0.1, 0.0], [0.0, 0.2, -0.3], [0.0, 0.1, 0.0], [0.1, 0.1, 0.0], [-0.1, 0.0, 0.0], [0.2, 0.2, 0.3], [0.1, 0.0, -0.2], [-0.4, -0.1, 0.2]], "e_above_lowest_kcal_mol": 8.4, "e_homo_ev": -8.73, "smiles": "CCCS.O.O.O", "largest_force_ev_per_a": 1.2}


[2]
{"formula": "C10H12N", "method": "wB97M-V/def2-TZVPD", "symbols": ["C", "C", "C", "C", "C", "C", "C", "C", "C", "C", "N", "H", "H", "H", "H", "H", "H", "H", "H", "H", "H", "H", "H"], "positions_angstrom": [[-3.25802, -0.61893, -0.35189], [-2.73034, -0.87688, 0.93205], [-2.42833, 0.07968, -1.18323], [-1.41524, -0.59573, 1.18602], [-1.08016, 0.27701, -0.88137], [0.91568, 2.46997, -0.13249], [2.55546, -1.84117, 0.02927], [1.38277, 1.31695, 0.26588], [1.65558, -1.05510, -0.43917], [0.75735, -0.01234, 0.52366], [-0.59678, -0.07790, 0.31254], [-4.28448, -0.69648, -0.79544], [-3.23011, -1.34427, 1.71144], [-2.75237, 0.47459, -2.21314], [-1.08849, -0.62302, 2.16306], [-0.33006, 0.63047, -1.53763], [1.62822, 3.24704, -0.37825], [-0.15524, 2.75441, -0.51964], [3.45064, -2.27054, -0.44875], [2.54443, -1.95439, 1.15346], [2.44177, 1.24989, 0.50348], [1.65172, -0.74270, -1.54066], [1.06714, -0.25250, 1.51398]], "atomic_forces_ev_per_a": [[-0.8, 0.9, 0.3], [0.1, 0.1, -2.1], [1.4, 1.2, -2.9], [-2.0, 0.0, 0.5], [-1.1, -0.5, 0.0], [-2.2, 1.6, -2.1], [2.0, -1.2, 3.2], [0.8, -0.5, 0.5], [-2.5, 3.7, -2.0], [5.0, -1.0, -1.5], [-2.2, 0.0, -2.0], [0.8, -0.6, 1.4], [-1.3, -0.6, 1.1], [0.4, -0.9, 1.8], [1.0, -0.6, 1.9], [0.2, 0.5, -0.8], [0.0, 0.2, 0.4], [2.0, -0.9, 1.1], [-1.0, 0.0, -0.2], [0.2, -0.2, -1.2], [0.0, 0.2, -0.1], [-0.2, -0.5, 1.6], [-0.4, -0.6, 1.0]], "e_above_lowest_kcal_mol": 64.6, "e_homo_ev": -13.74, "smiles": "C=CC(C=C)[n+]1ccccc1", "largest_force_ev_per_a": 5.3, "total_charge": 1}


[3]
{"formula": "C8H10S", "method": "wB97M-V/def2-TZVPD", "symbols": ["C", "C", "C", "C", "C", "C", "C", "C", "S", "H", "H", "H", "H", "H", "H", "H", "H", "H", "H"], "positions_angstrom": [[-0.16442, 2.28129, -0.13989], [-1.29659, 2.16378, -0.83674], [-0.51021, -2.37357, 1.15131], [-1.07543, -1.23308, 0.76835], [1.66032, 0.24310, -0.24279], [0.80001, -0.83215, -0.93960], [0.44365, 1.01583, 0.43500], [-0.51020, -0.38669, -0.25930], [-1.72861, 0.52849, -1.22482], [0.04947, 3.08809, 0.49775], [-1.87022, 2.83716, -1.42322], [-0.77692, -2.96482, 1.96795], [0.38822, -2.72831, 0.74134], [-1.92229, -0.85261, 1.40106], [2.21717, -0.39138, 0.46524], [2.29000, 0.94936, -0.81014], [0.64120, -0.51840, -2.01554], [1.09574, -1.87484, -1.14103], [0.26910, 1.04875, 1.60507]], "atomic_forces_ev_per_a": [[-0.2, -1.5, 1.1], [1.6, -1.4, -0.6], [0.1, 0.8, -0.3], [-0.9, -0.5, 1.9], [-0.2, -0.4, 1.3], [-1.0, 2.0, -3.6], [-2.1, -2.7, 0.4], [1.3, 2.8, 1.0], [-0.9, -1.1, -0.7], [0.5, 1.8, -0.1], [-0.5, 1.1, 0.3], [-1.1, -0.5, 1.3], [1.0, -0.3, -1.0], [0.7, -0.3, -1.0], [0.4, 1.2, 0.3], [-0.1, -0.8, 0.0], [0.2, -0.1, 0.9], [0.0, 0.3, 1.2], [1.0, -0.3, -2.3]], "e_above_lowest_kcal_mol": 88.3, "e_homo_ev": -8.08, "smiles": "C=C[C@]12CC[C@H]1C=CS2", "largest_force_ev_per_a": 4.2}


[4]
{"formula": "Cl2H2NOP", "method": "wB97M-V/def2-TZVPD", "symbols": ["N", "O", "P", "Cl", "Cl", "H", "H"], "positions_angstrom": [[2.58090, -0.51950, -0.03504], [-1.93918, 0.50602, 1.55230], [-1.26811, 0.60833, 0.26105], [-2.02474, 2.17813, -0.87127], [-1.38047, -0.99158, -0.92678], [1.74260, -0.27438, 0.46225], [2.28901, -1.50701, -0.44251]], "atomic_forces_ev_per_a": [[0.0, -2.6, -1.4], [-0.2, -0.3, 0.5], [-0.1, 1.3, -0.4], [0.3, -0.6, 0.2], [-0.1, -0.4, -0.3], [-0.7, 0.3, 0.6], [0.8, 2.2, 0.9]], "e_above_lowest_kcal_mol": 79.4, "e_homo_ev": [-10.08, -11.61], "largest_force_ev_per_a": 3.0}


[5]
{"formula": "C38H37Cl5CsO4S2Si", "method": "wB97M-V/def2-TZVPD", "symbols": ["Cs", "O", "S", "C", "C", "C", "C", "S", "O", "C", "C", "C", "C", "C", "C", "C", "C", "C", "C", "C", "C", "H", "H", "H", "H", "H", "H", "H", "H", "H", "H", "H", "H", "H", "H", "H", "H", "H", "H", "Cl", "C", "C", "Cl", "C", "Cl", "C", "O", "C", "Cl", "C", "Cl", "C", "C", "C", "C", "Si", "O", "C", "C", "C", "C", "C", "C", "C", "C", "C", "C", "C", "C", "H", "H", "H", "H", "H", "H", "H", "H", "H", "H", "H", "H", "H", "H", "H", "H", "H", "H", "H"], "positions_angstrom": [[-0.39358, -0.24821, -0.10893], [2.83222, -0.00924, 0.11113], [4.28708, -0.33993, 0.18410], [4.37775, -2.13117, 0.39793], [3.82945, -2.96263, -0.75493], [3.30585, -4.32834, -0.30024], [2.01318, -4.29232, 0.50776], [0.51141, -3.57326, -0.24447], [0.92977, -2.19713, -0.67168], [0.54865, -4.58464, -1.72713], [1.07169, -4.04117, -2.88735], [1.10276, -4.81342, -4.04107], [0.60226, -6.10759, -4.02897], [0.06134, -6.63463, -2.86199], [0.02973, -5.87092, -1.70502], [4.90065, -0.24215, -1.48760], [3.99076, 0.01873, -2.49822], [4.44854, 0.10990, -3.80661], [5.79706, -0.05514, -4.08870], [6.70109, -0.30412, -3.06214], [6.25513, -0.39083, -1.75252], [3.79129, -2.25572, 1.31215], [5.41722, -2.36996, 0.64104], [4.61406, -3.09992, -1.50183], [3.01786, -2.41164, -1.22590], [4.06531, -4.83116, 0.31050], [3.15711, -4.95866, -1.18007], [2.11779, -3.70544, 1.42510], [1.71646, -5.29994, 0.81268], [1.42930, -3.02007, -2.87456], [1.50533, -4.39330, -4.95426], [0.61545, -6.70119, -4.93414], [-0.35698, -7.63276, -2.85476], [-0.43076, -6.26135, -0.80563], [2.94770, 0.15096, -2.23904], [3.74741, 0.31588, -4.60496], [6.14784, 0.02146, -5.10968], [7.75445, -0.41924, -3.28266], [6.95632, -0.56660, -0.94456], [-1.78769, 7.66704, -0.25626], [-1.72605, 5.93690, -0.15177], [-0.50484, 5.26577, -0.14366], [0.97035, 6.17480, -0.25092], [-0.45625, 3.88736, -0.05283], [1.05547, 3.02774, -0.06627], [-1.62686, 3.07812, 0.04899], [-1.55960, 1.81798, 0.14446], [-2.85448, 3.80417, 0.01747], [-4.30199, 2.85975, 0.10727], [-2.89800, 5.18341, -0.07452], [-4.43160, 5.99522, -0.09344], [-1.81694, -2.25336, -3.38597], [-3.19605, -1.99928, -2.76881], [-4.27060, -2.48166, -3.74097], [-3.37107, -0.48538, -2.57033], [-3.21134, -2.75319, -1.00600], [-1.86324, -2.38529, -0.25704], [-3.48062, -4.64482, -0.98162], [-2.78565, -5.32182, 0.02944], [-2.90457, -6.69352, 0.21120], [-3.72487, -7.43722, -0.62706], [-4.42988, -6.79278, -1.63363], [-4.31018, -5.41686, -1.80032], [-4.72598, -2.02037, -0.14005], [-6.04774, -2.38722, -0.40979], [-7.11692, -1.74039, 0.19684], [-6.88385, -0.70674, 1.09591], [-5.58016, -0.33256, 1.38885], [-4.51788, -0.98855, 0.77844], [-1.72491, -1.71950, -4.34220], [-1.64924, -3.31665, -3.58175], [-1.01461, -1.90975, -2.72410], [-4.19893, -1.91471, -4.67915], [-5.28060, -2.33057, -3.34969], [-4.15417, -3.53653, -3.99615], [-3.29437, 0.04059, -3.53057], [-2.61392, -0.06745, -1.90310], [-4.34377, -0.25192, -2.13439], [-2.13497, -4.74307, 0.67705], [-2.35817, -7.18277, 1.01046], [-3.82086, -8.50827, -0.49265], [-5.07928, -7.36026, -2.29019], [-4.88503, -4.94594, -2.58767], [-6.25397, -3.19839, -1.10175], [-8.13308, -2.04050, -0.03236], [-7.71572, -0.19490, 1.56529], [-5.38439, 0.47622, 2.08231], [-3.49995, -0.68804, 1.00637]], "atomic_forces_ev_per_a": [[0.5, 0.7, 0.6], [0.5, 0.0, 0.1], [-0.5, 0.3, 0.2], [0.1, -0.2, 0.1], [0.0, 0.1, 0.0], [0.0, 0.0, 0.0], [0.1, 0.0, 0.1], [0.3, -0.1, -0.1], [1.4, -2.7, -0.6], [-0.1, 0.1, 0.0], [0.0, -0.1, -0.1], [0.0, 0.1, 0.0], [0.0, 0.0, 0.0], [0.0, 0.0, 0.0], [0.0, 0.0, 0.0], [0.0, 0.0, -0.2], [0.1, 0.0, 0.0], [0.0, 0.0, 0.0], [0.0, 0.0, 0.0], [0.0, 0.0, 0.0], [0.0, 0.0, 0.0], [0.0, -0.1, 0.0], [0.0, 0.0, 0.0], [0.0, 0.0, 0.0], [0.0, 0.0, 0.0], [0.0, 0.0, 0.0], [0.0, 0.0, 0.0], [0.0, 0.0, 0.0], [0.0, 0.0, 0.0], [0.0, 0.0, 0.0], [0.0, 0.0, 0.0], [0.0, 0.0, 0.0], [0.0, 0.0, 0.0], [0.1, 0.0, 0.0], [0.0, 0.0, 0.0], [0.0, 0.0, 0.0], [0.0, 0.0, 0.0], [0.0, 0.0, 0.0], [0.0, 0.0, 0.0], [0.0, -0.1, 0.0], [0.0, 0.1, 0.0], [0.1, 0.0, 0.0], [-0.1, 0.0, 0.0], [0.1, 0.0, 0.0], [-0.1, 0.2, 0.0], [0.0, -0.2, 0.0], [-1.4, 2.8, 0.2], [-0.1, 0.0, 0.0], [0.1, 0.0, 0.0], [-0.1, 0.0, 0.0], [0.1, 0.0, 0.0], [0.0, 0.0, 0.0], [0.0, 0.1, 0.0], [0.0, 0.0, 0.0], [0.0, 0.0, 0.0], [0.2, 0.0, 0.1], [-0.8, -0.8, -0.2], [0.0, -0.1, 0.0], [-0.1, 0.0, 0.0], [0.0, 0.0, 0.0], [0.0, 0.0, 0.0], [0.0, 0.0, 0.0], [0.0, 0.0, 0.0], [-0.1, 0.0, 0.0], [0.0, 0.0, 0.0], [0.0, 0.0, 0.0], [0.0, 0.0, 0.0], [0.0, -0.1, 0.0], [0.0, 0.0, 0.0], [0.0, 0.0, 0.0], [0.0, 0.0, 0.0], [-0.1, -0.1, -0.1], [0.0, 0.0, 0.0], [0.0, 0.0, 0.0], [0.0, 0.0, 0.0], [0.0, 0.0, 0.0], [-0.1, 0.0, 0.0], [0.0, 0.1, 0.0], [0.0, 0.0, 0.0], [0.0, 0.0, 0.0], [0.0, 0.0, 0.0], [0.0, 0.0, 0.0], [0.0, 0.0, 0.0], [0.0, 0.0, 0.0], [0.0, 0.0, 0.0], [0.0, 0.0, 0.0], [0.0, 0.0, 0.0], [-0.1, 0.0, 0.0]], "e_above_lowest_kcal_mol": 2.6, "e_homo_ev": -4.71, "largest_force_ev_per_a": 3.1, "total_charge": -1}


[6]
{"formula": "C31H30BBr3F3NO16P", "method": "wB97M-V/def2-TZVPD", "symbols": ["C", "C", "C", "C", "C", "N", "B", "O", "O", "C", "C", "C", "O", "C", "F", "F", "F", "C", "C", "Br", "C", "C", "Br", "P", "O", "Br", "H", "H", "H", "H", "H", "H", "H", "H", "H", "H", "H", "H", "H", "H", "H", "H", "H", "H", "C", "C", "C", "O", "C", "C", "C", "O", "O", "O", "H", "H", "H", "H", "C", "C", "C", "O", "C", "C", "C", "O", "O", "O", "H", "H", "H", "H", "C", "C", "C", "O", "C", "C", "C", "O", "O", "O", "H", "H", "H", "H"], "positions_angstrom": [[-4.08157, 4.41053, 4.45255], [-3.10130, 3.97206, 3.96935], [-1.95997, 3.27581, 3.39256], [-2.37628, 1.89392, 2.77030], [-3.65351, 2.04973, 2.06838], [-3.59352, 1.68930, 0.83461], [-4.83737, 1.86727, -0.03884], [-4.64131, 2.18862, -1.33173], [-6.05853, 1.75177, 0.52062], [-6.62808, 0.38721, 0.41682], [-6.56184, -0.33170, 1.75622], [-2.26811, 1.18544, 0.45422], [-1.78757, 2.12445, -0.47822], [-2.39409, -0.11486, -0.41894], [-3.47246, -0.84430, -0.03068], [-1.28884, -0.87114, -0.32706], [-2.59104, 0.22098, -1.71319], [-1.37473, 1.17606, 1.76772], [-0.04522, 1.92101, 1.56092], [1.00298, 1.11647, 0.12518], [0.85693, 2.05788, 2.83868], [1.65881, 3.34174, 2.68327], [2.17346, 0.61528, 2.93540], [-1.10621, -0.54249, 2.58387], [-0.76349, -0.00529, 4.06490], [-3.22844, -1.17436, 2.91484], [-4.93312, 4.75188, 4.99276], [-1.26994, 3.09466, 4.20730], [-1.49322, 3.89427, 2.63088], [-2.57767, 1.30105, 3.66063], [-4.58298, 2.43191, 2.45745], [-5.32907, 2.79906, -1.62271], [-6.07932, -0.13974, -0.35824], [-7.65122, 0.53840, 0.10613], [-6.17597, -1.33400, 1.61281], [-5.89589, 0.18037, 2.44094], [-7.54199, -0.34192, 2.21498], [-1.86998, 3.00997, -0.11229], [-0.21265, 2.93024, 1.21493], [0.30396, 2.03127, 3.75953], [0.99046, 4.19557, 2.59811], [2.19853, 3.27993, 1.74191], [2.38849, 3.46200, 3.47239], [0.11596, -0.31284, 4.33118], [-4.15437, -1.67179, -6.27231], [-3.63601, -1.32565, -5.08909], [-2.33104, -1.89520, -4.59646], [-1.90107, -1.52202, -3.51626], [-1.64024, -2.86116, -5.42721], [-2.15933, -3.20780, -6.61325], [-3.44941, -2.62455, -7.11898], [-3.84655, -2.97735, -8.21105], [-1.58413, -4.08242, -7.42742], [-4.22622, -0.45929, -4.26663], [-5.08839, -1.26872, -6.63751], [-0.70619, -3.26131, -5.03770], [-2.16160, -4.14801, -8.21143], [-3.64050, -0.38271, -3.49387], [2.95727, -3.80383, -5.14154], [4.29764, -3.73372, -5.15860], [5.06138, -2.83966, -4.21369], [6.27284, -2.85012, -4.28418], [4.30920, -2.01685, -3.27942], [2.97351, -2.08829, -3.26929], [2.21815, -3.00000, -4.19500], [1.00311, -2.99697, -4.08640], [2.20450, -1.37315, -2.45427], [5.04664, -4.43292, -5.99064], [2.39931, -4.44221, -5.81209], [4.86409, -1.36744, -2.61747], [1.28328, -1.62671, -2.66488], [5.97397, -4.19934, -5.79132], [7.32277, 1.67178, 4.79367], [6.12286, 1.09895, 4.64621], [5.96796, -0.37990, 4.40738], [4.83425, -0.81735, 4.30260], [7.16109, -1.19373, 4.31261], [8.36659, -0.62266, 4.45691], [8.52225, 0.85284, 4.72001], [9.64789, 1.28573, 4.85486], [9.49935, -1.29765, 4.38238], [4.98085, 1.77737, 4.69864], [7.44501, 2.73134, 4.96772], [7.03845, -2.25104, 4.12616], [10.21667, -0.65019, 4.52516], [4.27114, 1.12022, 4.56319]], "atomic_forces_ev_per_a": [[-1.9, 0.8, 1.2], [1.6, -1.0, -1.0], [-0.2, -0.1, -0.3], [0.5, 1.1, 0.8], [0.6, -0.7, -0.7], [-0.8, -0.7, 0.8], [-0.6, 0.0, -0.9], [0.7, 0.5, 0.5], [0.3, -0.2, 0.5], [0.1, 0.5, 0.4], [0.0, 0.2, -0.3], [1.2, 1.2, -1.4], [0.0, -0.3, 0.1], [-0.1, -0.4, -0.8], [0.6, 0.4, -0.4], [-1.0, 0.4, 0.0], [0.1, -0.3, 1.4], [-2.1, -0.1, 0.8], [0.5, -0.9, 0.6], [-0.2, 0.3, -0.4], [0.6, 0.4, -1.2], [-0.1, -0.3, -0.3], [-0.1, -0.3, 0.9], [0.7, -0.8, -1.0], [-0.2, 0.3, 0.5], [0.0, 0.0, 0.2], [0.0, 0.2, -0.1], [0.3, 0.0, -0.1], [0.2, 0.2, 0.0], [-0.1, -0.2, 0.0], [-0.1, 0.1, 0.3], [-0.3, -0.4, -0.5], [-0.1, -0.1, -0.2], [-0.1, 0.0, -0.2], [-0.1, -0.3, 0.1], [0.2, 0.1, 0.1], [-0.1, -0.2, 0.2], [0.0, 0.2, 0.0], [-0.2, 0.2, -0.1], [-0.1, -0.2, 0.1], [0.0, 0.2, 0.3], [0.2, 0.1, -0.1], [0.0, 0.2, 0.2], [0.0, -0.1, 0.1], [0.0, 0.0, -0.1], [-0.2, 0.0, -0.1], [0.5, -0.4, -0.2], [-0.4, 0.1, -0.1], [0.1, -0.1, 0.2], [0.2, -0.1, 0.2], [-0.2, 0.2, 0.1], [0.1, -0.1, -0.1], [-0.1, 0.0, -0.1], [0.1, 0.0, 0.1], [0.0, 0.0, 0.0], [-0.4, 0.1, -0.3], [0.0, 0.0, 0.0], [0.1, 0.0, 0.1], [-0.2, 0.0, 0.0], [-0.2, -0.1, -0.1], [-0.1, 0.3, 0.3], [0.1, -0.1, -0.2], [0.2, 0.0, 0.0], [0.2, 0.2, 0.2], [0.1, -0.2, -0.2], [0.2, 0.0, 0.2], [-0.1, 0.0, 0.0], [0.1, 0.0, 0.0], [0.0, 0.0, 0.0], [0.0, 0.0, 0.0], [-0.1, 0.0, 0.0], [0.1, 0.0, 0.0], [0.1, 0.1, 0.0], [0.1, 0.2, 0.0], [0.3, -0.3, 0.0], [-0.2, 0.2, 0.0], [-0.2, 0.0, 0.0], [-0.1, -0.2, 0.0], [-0.3, 0.3, 0.0], [0.2, -0.1, 0.0], [0.1, 0.1, 0.0], [-0.1, -0.1, 0.0], [0.0, 0.0, 0.0], [0.0, 0.0, 0.0], [0.0, 0.0, 0.0], [0.0, 0.0, 0.0]], "e_above_lowest_kcal_mol": 0.0, "e_homo_ev": -11.02, "largest_force_ev_per_a": 2.3, "total_charge": 1}